69
Properties=species:S:1:pos:R:3:forces:R:3 method="wB97M-V/def2-TZVPD" lumo_ev=-0.14 total_energy_ev=-41498.28238 charge=0 relative_energy_kcal_mol=62.3 homo_lumo_gap_ha=0.3342 largest_force_ev_per_a=9.51
N -2.74428 3.08445 -21.34648 1.000 -4.582 -2.819
C -2.21238 4.14591 -20.81405 7.139 1.728 0.059
N -3.11760 4.84893 -20.27118 -3.542 6.148 4.487
O -0.88100 4.54090 -20.86189 -5.673 -2.153 -0.364
H -2.07781 2.49225 -21.83860 -0.278 0.137 0.239
H -3.74668 2.80708 -21.55070 1.509 0.692 0.926
H -2.90272 5.80270 -19.67774 0.322 -3.171 -2.177
H -4.14438 4.57857 -20.31854 2.183 0.009 0.533
N -5.35168 3.03755 -22.19196 0.329 -5.002 -5.156
C -6.02510 3.39520 -21.16563 -7.201 -4.305 4.476
N -5.70585 4.60588 -20.81036 -1.448 1.249 3.282
O -6.98223 2.62878 -20.49215 5.299 3.966 -3.527
H -5.71337 2.19016 -22.70905 0.665 1.215 1.159
H -4.78855 3.62484 -22.81439 -0.802 0.429 0.387
H -6.20968 4.98624 -20.05036 -0.659 0.501 0.622
H -5.28773 5.22206 -21.41205 0.657 1.834 -2.027
N -3.69035 4.90048 -23.49488 0.214 -3.790 -1.452
C -3.66301 6.20221 -23.59499 -0.557 3.037 -8.598
N -3.62238 6.78320 -22.46963 0.002 4.029 2.306
O -3.74335 6.93702 -24.82563 0.401 -4.082 6.484
H -3.46894 4.38700 -24.32994 -0.045 0.038 -0.501
H -3.21423 4.40908 -22.73761 0.199 0.752 -0.188
H -3.55027 7.78368 -22.68942 0.420 -0.090 1.448
H -3.33551 6.33255 -21.60748 0.265 0.197 -0.188
C -0.62763 8.85728 -23.28163 -1.068 -0.433 0.356
C -0.36841 8.15980 -21.93455 0.118 0.498 -1.913
O 0.84052 8.67390 -21.45308 0.868 0.114 0.991
H -1.51060 8.39476 -23.76913 0.734 0.175 -0.163
H 0.25879 8.94660 -23.93070 -0.239 -0.811 0.356
H -0.87607 9.86191 -23.08910 -0.536 1.513 0.205
H -0.30883 7.14956 -22.25352 0.567 -1.419 0.545
H -1.11150 8.18027 -21.14738 -0.697 0.435 -0.327
H 0.68251 8.99464 -20.56043 0.313 -0.038 -0.130
C -3.95672 1.37039 -25.06122 -2.472 0.857 2.112
O -3.22620 2.00982 -24.02113 -1.624 0.800 -0.322
H -4.23827 0.39111 -24.74308 -0.709 -0.744 0.499
H -3.48589 1.19438 -25.93890 2.232 0.128 -2.684
H -4.85929 1.97845 -25.30419 0.559 -0.409 0.415
H -2.38710 1.60244 -24.00956 1.770 -0.670 -0.129
C -3.35222 7.26916 -18.11552 0.445 -0.512 -0.383
O -2.37753 7.21200 -19.21274 -0.104 1.332 1.461
H -3.49308 8.27420 -17.70162 -0.240 -0.161 -0.539
H -3.00267 6.63691 -17.31595 0.245 -0.236 0.438
H -4.26729 6.76478 -18.48183 0.286 0.818 0.092
H -1.51424 7.53542 -18.86279 -0.851 -0.629 -0.470
C -5.90706 9.12188 -20.32755 1.462 -0.228 1.136
O -6.03184 8.16027 -21.32856 -0.383 -0.449 -0.433
H -6.84716 9.45567 -19.93445 -0.828 -0.411 0.030
H -5.44587 10.05256 -20.66322 0.395 -0.045 -0.167
H -5.30809 8.68008 -19.47716 -0.513 0.795 -0.565
H -5.15435 7.87154 -21.63109 -0.418 0.377 0.084
C 0.14157 5.29955 -24.35163 0.822 1.950 -0.691
O -0.79751 4.43259 -23.83705 -0.858 -0.880 -1.302
H 0.85043 4.78344 -24.95968 1.208 -0.710 0.137
H 0.62706 5.99214 -23.60082 -0.425 -1.055 -0.757
H -0.30793 5.90851 -25.12336 -0.595 0.701 0.050
H -0.73393 4.49089 -22.91191 0.028 -0.196 2.672
C 0.38312 1.91727 -25.91842 -1.099 -1.195 0.854
O -1.02932 2.00325 -25.59993 0.554 0.775 0.134
H 0.64173 0.91132 -26.30629 -0.494 0.611 0.148
H 0.93186 2.07791 -25.02223 0.673 -0.074 0.943
H 0.71222 2.66540 -26.57921 0.101 0.957 -1.291
H -1.17726 2.84895 -25.09091 0.472 -0.941 -0.669
C -4.00411 9.94090 -23.68338 -1.170 2.043 -3.557
O -3.56059 9.50458 -22.49659 0.914 -0.819 3.204
H -4.72941 9.27343 -24.19032 1.301 -0.559 0.161
H -3.14516 10.30148 -24.32821 -1.102 -0.683 0.236
H -4.69404 10.75727 -23.55587 -0.063 1.102 0.203
H -3.41991 10.24137 -21.88182 0.021 -0.461 -0.380



64
Properties=species:S:1:pos:R:3:forces:R:3 method="wB97M-V/def2-TZVPD" lumo_ev=-0.02 total_energy_ev=-34607.77458 charge=0 relative_energy_kcal_mol=0.0 homo_lumo_gap_ha=0.3612 largest_force_ev_per_a=3.05
C 5.59551 -3.29321 -3.43802 -1.962 0.622 -0.111
C 6.31726 -4.37607 -4.14064 -0.440 -0.121 0.941
C 6.79325 -3.96486 -5.47512 1.319 0.224 -1.536
O 7.31521 -4.81827 -3.25176 1.051 -1.000 -0.194
H 5.97254 -2.28060 -3.58149 0.355 -0.082 0.118
H 5.46721 -3.54344 -2.38492 0.055 0.160 -0.011
H 4.60469 -3.31986 -3.89152 -0.379 0.551 0.199
H 5.59868 -5.18742 -4.25657 0.282 -0.425 0.124
H 7.56092 -4.64488 -5.84437 0.028 -0.200 0.085
H 7.26711 -2.98347 -5.45431 0.032 0.167 0.121
H 6.05094 -3.92875 -6.27248 -0.387 -0.009 0.316
H 7.76244 -4.05701 -2.87483 0.043 0.115 -0.049
C -3.56585 4.94360 -1.79960 -0.216 0.301 1.391
C -2.74295 5.06693 -3.01449 -1.070 0.792 0.078
C -1.71659 6.24275 -2.88325 -0.362 -1.877 -1.050
O -2.17307 3.83631 -3.31639 2.560 -0.782 -0.847
H -4.15399 5.83544 -1.58325 -0.235 -0.014 -0.271
H -2.87128 4.88403 -0.96167 -0.191 -0.579 0.323
H -4.20905 4.06982 -1.90396 -0.147 0.039 0.425
H -3.46021 5.22850 -3.81919 0.200 0.808 -0.476
H -0.95311 5.95148 -3.60461 0.157 0.686 -0.254
H -1.20269 6.30446 -1.92398 -0.406 -0.065 0.175
H -2.23897 7.16108 -3.15136 0.346 0.046 0.057
H -2.55718 3.00552 -3.02683 -0.593 0.618 0.435
C -2.55550 3.69437 5.03826 -0.262 2.365 -0.607
C -1.94958 3.90614 6.41938 -1.241 0.051 -0.061
C -2.96457 4.22836 7.48613 -0.612 0.711 0.462
O -1.37168 2.71639 6.74533 1.632 -2.458 0.790
H -3.13593 4.57516 4.76365 -0.214 0.267 0.005
H -3.29669 2.89689 4.98572 0.381 -0.399 0.255
H -1.81502 3.66235 4.23903 0.135 -0.626 0.193
H -1.15432 4.63838 6.55898 -0.036 0.334 -0.908
H -2.45565 4.27054 8.44911 0.082 0.289 -0.015
H -3.75657 3.49693 7.64693 -0.009 -0.311 -0.513
H -3.44882 5.17962 7.26547 -0.034 0.170 0.229
H -1.99771 2.04240 6.47068 0.184 -0.413 0.165
O 0.19617 -5.30165 0.22016 -0.399 -0.612 -0.911
C 0.93168 -6.14643 1.07292 0.015 1.033 0.876
C 0.60646 -5.74043 2.49916 -0.450 -1.473 2.157
O -0.33373 -6.71272 3.16967 1.371 0.645 -1.196
H -0.65589 -5.74389 0.22386 -0.489 0.470 -0.426
H 0.75553 -7.20975 0.91036 -0.199 -0.063 0.052
H 1.99251 -5.96785 0.89726 -0.039 0.089 -0.101
H 0.12773 -4.78673 2.72139 0.229 0.325 -1.172
H 1.57312 -5.69390 3.00066 -0.052 -0.377 0.671
H -0.64529 -6.28284 3.96950 0.016 0.005 0.058
O 2.44755 3.33525 -0.16906 -0.069 0.218 0.145
H 2.82272 2.54322 0.21587 0.066 -0.200 0.122
H 2.42270 3.15664 -1.10912 -0.005 -0.020 -0.301
O 2.42981 2.31249 -4.40591 0.249 0.111 0.011
H 2.30926 1.40602 -4.12302 -0.022 -0.256 0.056
H 1.56531 2.71153 -4.30769 -0.281 0.152 -0.010
O -3.00271 -1.93291 5.35978 0.167 0.115 0.156
H -2.82793 -2.35005 4.51617 0.061 -0.072 -0.240
H -3.93923 -2.06772 5.50470 -0.242 -0.024 0.069
O -4.54412 -1.32532 0.16534 0.091 -0.126 0.226
H -5.27769 -0.71108 0.19370 -0.193 0.142 0.042
H -4.20228 -1.24993 -0.72555 0.140 -0.021 -0.288
O -3.07171 -1.41994 -4.40733 -0.059 0.158 0.211
H -2.48984 -2.17876 -4.45044 0.189 -0.181 0.038
H -3.54311 -1.43137 -5.24032 -0.143 0.038 -0.210
O 0.10469 -0.67500 -0.25287 0.128 0.140 -0.188
H -0.54405 -0.37565 0.38412 -0.179 0.132 0.154
H 0.23340 -1.60096 -0.04726 0.054 -0.304 0.017



89
Properties=species:S:1:pos:R:3:forces:R:3 method="wB97M-V/def2-TZVPD" lumo_ev=-5.04 total_energy_ev=-67821.98170 charge=+2 relative_energy_kcal_mol=0.0 homo_lumo_gap_ha=0.2938 largest_force_ev_per_a=6.50
Be 0.38468 0.34506 0.18355 -0.280 -0.246 -0.765
C 0.32375 3.93215 1.28642 -1.817 -3.085 0.141
O 0.67232 2.91974 0.67652 1.057 -0.345 -0.077
N -0.54572 3.91997 2.31148 -0.219 0.341 0.709
N 0.60009 5.15442 0.91947 1.400 1.914 -1.510
H -0.95979 4.83750 2.39386 -0.628 -0.820 1.182
H -0.79478 3.08442 2.82131 -0.170 0.345 -0.302
H 1.09126 5.18508 0.03748 -0.177 0.793 0.177
H 0.12058 5.92715 1.35886 0.610 0.147 -0.558
C -2.44827 -1.45249 -1.66249 1.662 2.062 1.315
O -1.38198 -0.90259 -1.37119 1.138 -0.012 1.178
N -3.41507 -1.92759 -0.92975 -2.097 -1.877 3.673
N -2.86135 -1.44804 -2.87331 -0.549 -0.359 -5.147
H -3.47177 -1.92841 0.07865 0.381 -0.106 -0.290
H -4.13792 -2.38773 -1.46441 -0.092 0.052 0.972
H -2.34738 -0.84533 -3.49995 -0.186 -0.354 -0.533
H -3.76996 -1.83957 -3.07637 0.442 0.575 -0.667
C -1.26556 -5.11667 -0.97470 0.031 0.566 1.759
O -1.56439 -4.96379 0.21122 -0.472 -0.404 0.534
N -0.47368 -4.24511 -1.56817 1.480 1.568 -1.161
N -1.60611 -6.10447 -1.77187 -1.195 -2.425 -1.733
H -0.13733 -3.47015 -1.01462 0.032 0.255 -0.247
H -0.12164 -4.45672 -2.49088 0.109 0.497 0.333
H -1.39156 -6.02718 -2.75578 -0.093 -0.114 0.264
H -2.20747 -6.88304 -1.54321 0.114 0.425 0.455
C 1.22791 -2.81778 1.38821 -0.729 -1.161 0.035
O 0.60781 -2.08963 0.62688 -1.243 1.393 -1.093
N 0.82597 -4.01400 1.82871 -2.194 -1.423 -0.266
N 2.41544 -2.59102 1.82636 4.232 1.903 1.359
H 0.11794 -4.45663 1.26049 -0.635 -0.253 0.303
H 1.35922 -4.60350 2.45179 0.006 0.259 -0.427
H 2.78374 -3.20624 2.53767 0.369 0.457 -0.359
H 2.94177 -1.79017 1.50745 -0.222 -0.010 0.416
C -2.86326 1.99236 0.17130 0.424 -1.065 1.816
O -1.72182 1.70256 -0.12875 2.250 -0.350 -1.067
N -3.53891 1.32939 1.10393 -1.833 -0.414 1.054
N -3.49141 3.06054 -0.28581 -0.456 1.742 -1.377
H -4.49962 1.60756 1.24446 0.191 -0.390 0.221
H -3.16701 0.53561 1.60563 0.406 0.052 -0.397
H -4.39533 3.34000 0.06765 0.310 0.085 -0.425
H -3.01330 3.55259 -1.02702 -0.515 0.191 0.255
C -2.51267 1.29939 -4.37872 -1.458 1.081 -1.946
O -3.27420 1.36817 -5.30413 -1.038 -0.774 -2.420
N -1.41654 0.64293 -4.27222 4.656 -3.844 -1.474
N -2.72136 2.00984 -3.33925 -1.887 3.761 4.651
H -0.79924 0.77305 -3.48349 0.009 -0.004 0.038
H -1.01252 0.31080 -5.13627 -0.070 -0.174 0.168
H -2.07548 2.06142 -2.56447 -0.140 0.056 0.047
H -3.43575 2.69992 -3.52231 -0.001 -0.038 0.722
C 1.15928 2.14163 -2.71538 -3.586 0.607 1.526
O 0.24336 1.51934 -2.16330 0.292 -1.161 1.055
N 0.93907 3.32826 -3.19469 -1.171 3.558 -1.466
N 2.39048 1.83206 -2.80330 5.394 -2.997 -0.413
H 0.09645 3.82427 -2.94157 0.131 -0.194 -0.336
H 1.64071 3.77972 -3.76389 -0.487 0.217 0.112
H 2.67652 0.87892 -2.63064 -0.194 -0.036 0.104
H 3.06426 2.42547 -3.26589 -0.317 -0.189 -0.158
C -2.09613 -1.40874 2.76564 1.101 -3.589 -3.942
O -1.72162 -0.65532 1.90207 0.066 2.272 -1.803
N -2.07588 -1.16019 4.00287 -0.153 2.658 5.929
N -2.37763 -2.69038 2.49510 -1.141 -1.878 -0.215
H -1.86093 -0.19707 4.21807 -0.159 -0.220 0.448
H -2.25147 -1.82815 4.73982 -0.140 0.291 -0.252
H -2.73979 -3.27254 3.23672 0.111 -0.080 -0.344
H -2.15166 -3.15874 1.62927 0.107 0.230 -0.138
C 3.63619 1.90915 0.71248 -2.722 -1.474 -3.491
O 2.72461 1.07480 0.78942 -0.569 -0.305 0.621
N 4.42397 2.25000 1.66048 2.381 0.489 4.106
N 3.97115 2.49320 -0.43565 0.739 1.336 -2.595
H 5.36606 2.48193 1.37982 -0.061 0.135 0.682
H 4.25333 1.77277 2.53411 0.491 0.135 0.033
H 3.52763 2.35793 -1.33292 -0.561 -0.494 0.801
H 4.69343 3.19571 -0.50570 -0.101 -0.076 0.532
C 3.11576 -1.30355 -1.49899 -0.457 -0.193 -0.040
O 2.14701 -0.65694 -1.20344 -2.833 2.008 0.881
N 3.07544 -2.20777 -2.42667 0.085 -3.251 -3.317
N 4.29418 -1.16664 -0.94643 2.516 0.899 1.856
H 3.87628 -2.79317 -2.61658 -0.174 0.096 0.059
H 2.24827 -2.46171 -2.94762 -0.023 0.480 0.389
H 5.13612 -1.52828 -1.37121 -0.154 0.132 0.393
H 4.31622 -0.53470 -0.15885 0.384 0.015 -0.239
C 0.92513 0.55201 4.17628 -1.396 -0.267 0.073
O 0.69961 0.30037 3.01182 0.035 -1.242 -1.411
N 1.45722 1.70846 4.51294 1.665 2.484 0.678
N 0.52157 -0.19502 5.22697 -0.324 -0.930 0.664
H 1.96029 2.19311 3.78347 -0.336 0.169 0.245
H 1.42301 2.09213 5.44660 0.266 -0.125 -0.274
H -0.05871 -1.00433 5.05846 0.343 0.205 -0.013
H 0.69887 0.08820 6.18010 0.038 -0.190 -0.278